{
  "formula": "C37H28MnO2P2S",
  "method": "wB97M-V/def2-TZVPD",
  "charge": 3,
  "homo_energy_ev": [-16.66, -16.98],
  "orbital_gap_ev": [5.992, 6.747],
  "spin_multiplicity": 5,
  "elements": ["Mn", "O", "S", "C", "C", "C", "C", "C", "C", "P", "C", "C", "C", "C", "C", "C", "C", "C", "C", "C", "C", "C", "C", "C", "C", "C", "C", "C", "P", "C", "C", "C", "C", "C", "C", "C", "C", "C", "C", "C", "C", "H", "H", "H", "H", "H", "H", "H", "H", "H", "H", "H", "H", "H", "H", "H", "H", "H", "H", "H", "H", "H", "H", "H", "H", "H", "H", "H", "H", "O", "C"],
  "coordinates": [[0.25, -0.70, -0.25], [-0.68, 1.39, 0.28], [0.18, 1.36, -0.96], [-0.59, 1.60, -2.52], [-0.41, 2.74, -3.28], [-0.97, 2.77, -4.55], [-1.67, 1.68, -5.04], [-1.87, 0.54, -4.25], [-1.31, 0.48, -2.98], [-1.68, -0.80, -1.75], [-1.39, -2.53, -2.13], [-1.04, -3.11, -3.29], [-0.47, -4.46, -3.34], [-0.12, -5.14, -2.25], [-0.43, -4.61, -0.90], [-1.24, -3.31, -0.82], [-3.39, -0.60, -1.27], [-3.83, 0.64, -0.79], [-5.16, 0.80, -0.46], [-6.05, -0.26, -0.61], [-5.61, -1.49, -1.08], [-4.28, -1.67, -1.41], [1.66, 2.24, -0.77], [1.72, 3.61, -0.59], [2.97, 4.16, -0.30], [4.09, 3.35, -0.19], [4.01, 1.97, -0.36], [2.79, 1.40, -0.66], [2.54, -0.39, -0.92], [3.85, -1.34, -0.19], [3.78, -1.69, 1.16], [4.82, -2.39, 1.74], [5.92, -2.74, 0.97], [5.99, -2.40, -0.38], [4.96, -1.70, -0.97], [2.50, -0.63, -2.69], [2.71, 0.42, -3.59], [2.68, 0.17, -4.95], [2.44, -1.11, -5.43], [2.24, -2.16, -4.54], [2.26, -1.93, -3.17], [0.15, 3.59, -2.91], [-0.85, 3.65, -5.17], [-2.09, 1.71, -6.03], [-2.47, -0.28, -4.64], [-1.12, -2.55, -4.22], [-0.29, -4.89, -4.32], [0.37, -6.10, -2.31], [-0.68, -5.37, -0.17], [-2.15, -3.30, -0.21], [-3.14, 1.46, -0.65], [-5.51, 1.75, -0.09], [-7.09, -0.13, -0.35], [-6.31, -2.31, -1.20], [-3.95, -2.62, -1.80], [0.84, 4.23, -0.62], [3.05, 5.23, -0.13], [5.05, 3.80, 0.04], [4.89, 1.36, -0.26], [2.92, -1.41, 1.76], [4.78, -2.66, 2.78], [6.74, -3.30, 1.42], [6.86, -2.68, -0.97], [5.01, -1.43, -2.02], [2.92, 1.42, -3.23], [2.86, 0.98, -5.65], [2.44, -1.30, -6.49], [2.10, -3.17, -4.91], [2.15, -2.76, -2.48], [0.75, -3.76, -0.31], [0.01, -2.72, -0.25]],
  "mulliken_spin": [4.2490, 0.0741, -0.0876, -0.0416, -0.0051, 0.0011, -0.0049, -0.0038, 0.0062, -0.0080, 0.0077, -0.0293, 0.0023, 0.0031, 0.0062, -0.0221, 0.0100, -0.0041, 0.0003, -0.0038, 0.0005, 0.0004, -0.0095, -0.0026, -0.0016, 0.0000, -0.0030, -0.0353, 0.0017, -0.0781, 0.0312, 0.0100, -0.0039, 0.0025, -0.0038, -0.0219, -0.0095, 0.0037, -0.0014, 0.0067, -0.0019, 0.0000, -0.0002, -0.0003, -0.0003, -0.0001, 0.0003, 0.0003, 0.0004, 0.0062, 0.0001, 0.0000, 0.0000, 0.0001, -0.0002, 0.0002, -0.0002, 0.0000, -0.0003, 0.0173, 0.0003, -0.0001, -0.0001, -0.0003, 0.0001, -0.0004, -0.0001, -0.0002, 0.0035, 0.0277, -0.0876]
}